(i)
Here is the molecule C3H8N2O from the OMol25 dataset. Energies are from ωB97M-V with the def2-TZVPD basis set.

Last column: Löwdin charge in e.
CARTESIAN COORDINATES (ANGSTROEM)
O 0.45 0.91 1.19  0.058
C -0.42 0.80 0.36  -0.535
N -0.22 0.01 -0.77  0.035
C 1.01 -0.71 -0.93  -0.277
N 0.92 -2.05 -0.27  0.007
C -1.78 1.43 0.42  -0.001
H -1.08 -0.41 -1.10  0.125
H 1.17 -0.87 -1.99  0.109
H 1.81 -0.14 -0.48  0.112
H 0.80 -1.82 0.72  0.057
H 1.86 -2.44 -0.33  0.059
H -2.48 0.96 -0.26  0.072
H -2.08 1.50 1.47  0.092
H -1.73 2.46 0.10  0.086

Properties
**Spin multiplicity**: 1
**Lowest unoccupied orbital energy**: 0.956 eV
**Molecular weight**: 88.110 g/mol
**HOMO-LUMO gap**: 10.749 eV
**E_HOMO**: -9.793 eV

=====

(ii)
Here is the molecule C3H8N2O from the OMol25 dataset. Energies are from ωB97M-V with the def2-TZVPD basis set.

Last column: Löwdin charge in e.
CARTESIAN COORDINATES (ANGSTROEM)
C 0.85 -0.33 -0.39  -0.214
C -0.36 -0.64 0.63  -0.254
C 0.05 0.90 0.23  -0.265
H 2.60 0.64 0.33  0.007
H 2.77 -1.16 -0.07  0.135
H 0.42 -0.53 -1.32  0.101
H -0.42 -0.83 1.72  0.125
H -2.31 -1.22 0.45  0.078
H -1.78 -2.10 -0.75  0.199
H 0.46 1.51 1.12  0.158
H -1.71 0.66 -0.10  0.084
N 2.30 -0.15 -0.10  0.024
N -1.49 -1.07 -0.19  -0.079
O -1.12 1.50 -0.28  -0.100

Properties
**Spin multiplicity**: 1
**Lowest unoccupied orbital energy**: 0.751 eV
**Molecular weight**: 88.110 g/mol
**HOMO-LUMO gap**: 9.107 eV
**E_HOMO**: -8.356 eV

=====

(iii)
Here is the molecule C3H8N2O from the OMol25 dataset. Energies are from ωB97M-V with the def2-TZVPD basis set.

Last column: Löwdin charge in e.
CARTESIAN COORDINATES (ANGSTROEM)
C 1.05 -0.39 -0.53  -0.170
C 1.89 0.36 0.50  -0.093
N -1.30 0.19 -0.57  -0.032
C -0.35 -0.59 0.01  -0.530
N -2.55 0.41 0.07  0.021
O -0.65 -1.39 0.88  0.054
H -1.13 1.12 -0.98  0.145
H -2.49 -0.02 0.99  0.076
H -3.27 -0.10 -0.44  0.081
H 1.02 0.15 -1.48  0.106
H 1.48 -1.38 -0.70  0.118
H 2.92 0.46 0.15  0.071
H 1.49 1.36 0.68  0.075
H 1.90 -0.19 1.44  0.077

Properties
**Spin multiplicity**: 1
**Lowest unoccupied orbital energy**: 0.962 eV
**Molecular weight**: 88.110 g/mol
**HOMO-LUMO gap**: 10.469 eV
**E_HOMO**: -9.506 eV

=====

(iv)
Here is the molecule C3H8N2O from the OMol25 dataset. Energies are from ωB97M-V with the def2-TZVPD basis set.

Last column: Löwdin charge in e.
CARTESIAN COORDINATES (ANGSTROEM)
C 1.03 -1.90 1.66  -0.141
N 1.11 -0.82 0.52  -0.027
C -0.11 -0.33 -0.19  -0.501
O -0.99 -1.10 -0.46  0.107
N -0.09 0.99 -0.52  0.017
C -1.21 1.60 -1.20  -0.058
H 0.58 -1.33 2.50  -0.037
H 1.68 -1.25 -0.22  0.142
H 0.21 -2.55 1.30  -0.031
H 1.68 -0.07 0.90  0.129
H 0.65 1.59 -0.20  0.137
H -1.85 2.15 -0.50  0.090
H -0.86 2.28 -1.98  0.086
H -1.80 0.81 -1.66  0.088

Properties
**Spin multiplicity**: 1
**Lowest unoccupied orbital energy**: 0.249 eV
**Molecular weight**: 88.110 g/mol
**HOMO-LUMO gap**: 7.013 eV
**E_HOMO**: -6.763 eV

=====

Least stable = (ii)